Record 1
Formula: C15H60O15
Source: the Open Molecules 2025 dataset
Level of theory: ωB97M-V with the def2-TZVPD basis set

ORCA input file:
```
! wB97M-V def2-TZVPD RIJCOSX def2/J DEFGRID3
* xyz 0 1
C -7.75100 -0.37800 -5.15900
O -8.72200 0.47000 -5.73100
H -7.89100 -0.51900 -4.06600
H -6.77000 0.05500 -5.41500
H -7.99800 -1.31000 -5.72200
H -8.44300 0.44900 -6.63900
C -10.08900 -2.35100 -11.71900
O -8.83500 -2.25400 -12.29700
H -10.11400 -2.81400 -10.71900
H -10.75800 -2.97700 -12.41600
H -10.60300 -1.41500 -11.50900
H -8.99400 -2.56900 -13.17500
C -11.09000 -1.10500 -4.69500
O -10.48600 -0.07300 -3.94700
H -10.22700 -1.60000 -5.11700
H -11.84700 -0.80100 -5.39300
H -11.56100 -1.82700 -4.00800
H -9.67000 0.12600 -4.48000
C -10.64800 -6.64600 -8.44000
O -11.86900 -6.24400 -7.83100
H -9.96700 -5.86500 -8.68000
H -10.80700 -7.22800 -9.31900
H -10.16000 -7.38400 -7.87300
H -12.39200 -5.67700 -8.36800
C -9.98700 -3.43400 -7.31300
O -10.64800 -4.24400 -6.41600
H -10.53100 -2.55400 -7.53800
H -9.82100 -3.88000 -8.25900
H -9.03200 -3.18800 -6.85300
H -11.29400 -4.74500 -6.84900
C -13.44100 -2.58700 -6.82300
O -13.66800 -3.83000 -6.25400
H -12.43700 -2.25100 -6.92000
H -14.03400 -1.79100 -6.35200
H -13.84800 -2.70800 -7.76400
H -14.58700 -3.92700 -6.16700
C -13.08400 -4.95000 -2.96300
O -12.15700 -4.33000 -3.78700
H -13.54800 -4.27200 -2.23500
H -12.50700 -5.73200 -2.47100
H -13.91100 -5.36300 -3.53500
H -12.49900 -4.21500 -4.66000
C -8.79900 -3.62600 -3.73500
O -7.79000 -4.29100 -3.02700
H -8.97800 -2.62100 -3.45400
H -9.64400 -4.21900 -3.50300
H -8.55900 -3.77600 -4.80100
H -8.00400 -4.59000 -2.15700
C -7.47900 -3.55400 -9.58200
O -6.77700 -2.62700 -10.38200
H -8.48700 -3.84200 -9.94500
H -7.47800 -3.25800 -8.54600
H -6.88200 -4.44700 -9.53100
H -7.36900 -2.58400 -11.17100
C -13.38100 -8.14500 -4.54900
O -13.74100 -7.33600 -5.66900
H -14.22100 -8.58400 -4.00000
H -12.88000 -7.37600 -3.95800
H -12.69800 -8.91000 -4.87700
H -12.91800 -7.08800 -6.08700
C -8.68300 -0.53300 -9.15500
O -7.72900 -0.56400 -8.16500
H -8.32700 -0.57000 -10.19800
H -9.02900 0.46200 -9.11200
H -9.46500 -1.24500 -9.04600
H -7.13900 -1.31200 -8.20600
C -13.23900 -4.34900 -10.08900
O -11.87500 -4.05000 -9.95700
H -13.66500 -4.33700 -9.14800
H -13.39900 -5.37500 -10.44200
H -13.77600 -3.63700 -10.65400
H -11.43700 -4.56800 -10.67600
C -10.16000 -6.83300 -4.65500
O -9.61300 -7.99100 -4.07200
H -9.41200 -6.05300 -4.92900
H -10.86600 -6.31300 -3.97800
H -10.49900 -6.95500 -5.68000
H -10.34500 -8.56600 -3.98100
C -13.31900 -1.10800 -10.18500
O -12.14500 -1.38400 -9.50900
H -13.25500 -1.39300 -11.24000
H -13.58400 -0.06200 -10.00000
H -14.05600 -1.72200 -9.72100
H -12.06800 -2.30000 -9.60400
C -7.56900 -5.58300 -6.60100
O -6.42000 -6.10500 -7.29100
H -8.50300 -5.96600 -7.03400
H -7.48500 -4.51900 -6.65600
H -7.47900 -5.71000 -5.50000
H -5.63000 -6.14400 -6.72900
*
```

The LUMO energy comes out at -0.25 eV. For the relative energy (zero: lowest compared OMol25 entry of this formula, charge and spin), the calculation gives 236.7 kcal per mole. The HOMO-LUMO gap is 8.8 eV.

Record 2
Formula: C15H60O15
Source: the Open Molecules 2025 dataset
Level of theory: ωB97M-V with the def2-TZVPD basis set

ORCA input file:
```
! wB97M-V def2-TZVPD RIJCOSX def2/J DEFGRID3
* xyz 0 1
C 0.25230 0.09534 -0.05029
O 1.11830 1.17734 -0.07029
H -0.73870 0.52434 -0.17029
H 0.36630 -0.49466 0.84971
H 0.40730 -0.56666 -0.87329
H 1.32930 1.40534 -0.99129
C -2.45470 -0.94366 1.43671
O -1.93370 -2.15166 1.95371
H -3.51970 -0.93766 1.72671
H -2.41470 -1.05566 0.35371
H -1.93070 -0.06666 1.81171
H -1.47770 -1.94966 2.76471
C -0.86870 2.50334 2.23171
O -1.43070 2.94434 3.45471
H -0.23570 3.33634 1.82171
H -1.68070 2.28834 1.58571
H -0.25370 1.67134 2.42071
H -2.20770 2.43034 3.63371
C 3.50830 -1.54866 -0.43829
O 3.91930 -1.56166 -1.76829
H 3.64130 -0.51466 -0.04429
H 3.98330 -2.24666 0.18771
H 2.44630 -1.78566 -0.34929
H 3.71030 -2.38466 -2.15329
C -4.16770 2.12234 0.12071
O -3.11670 1.42834 -0.42429
H -3.99970 3.21934 0.35171
H -4.43270 1.64934 1.09471
H -4.95170 2.07534 -0.55729
H -3.42270 0.60534 -0.81229
C 1.20530 -3.64666 2.21971
O 1.25430 -3.45666 3.58171
H 2.21130 -3.60966 1.86471
H 0.61830 -2.88266 1.69671
H 0.88230 -4.63366 1.98371
H 1.77930 -2.68966 3.75871
C -0.08070 0.27434 -3.62929
O 1.19930 -0.16466 -3.20629
H -0.48670 0.77534 -2.74129
H -0.78870 -0.47366 -3.97929
H -0.05770 0.98334 -4.47229
H 1.63430 0.58934 -2.80629
C 2.44030 4.33534 -0.13029
O 1.36730 4.39134 -1.03829
H 3.41030 4.47734 -0.68629
H 2.46530 3.36234 0.33471
H 2.21530 5.07134 0.64371
H 0.53330 3.99934 -0.70929
C -1.78070 4.50534 -0.99629
O -1.11470 3.26334 -0.64629
H -2.52370 4.76834 -0.26729
H -2.23870 4.49634 -1.97729
H -1.03570 5.29434 -1.09129
H -1.72770 2.55034 -0.57129
C -2.62170 -1.34166 -2.19829
O -3.83070 -0.69266 -1.85629
H -1.80070 -0.84666 -1.72929
H -2.47170 -1.41966 -3.25929
H -2.58770 -2.29066 -1.77029
H -4.49970 -0.77466 -2.55429
C -1.25770 -0.39266 4.58171
O -0.30170 -0.76866 3.64971
H -1.14170 0.68534 4.72971
H -1.21770 -0.87466 5.50371
H -2.24270 -0.54666 4.21571
H 0.52130 -0.71766 4.16571
C 2.34730 -0.47366 2.46771
O 2.45230 -0.91666 3.77571
H 1.57030 0.31234 2.34471
H 2.07330 -1.23166 1.74371
H 3.32930 -0.12166 2.18471
H 3.05730 -0.34666 4.29671
C 3.33830 1.78734 -2.24929
O 2.00530 2.24834 -2.31829
H 3.56030 1.08034 -3.07629
H 3.41430 1.32334 -1.27129
H 4.17530 2.46834 -2.30229
H 1.93630 3.16234 -1.93629
C 0.62630 -3.15366 -3.46029
O 1.96730 -2.79266 -3.32829
H 0.03030 -2.55866 -2.79229
H 0.40930 -4.20466 -3.30929
H 0.30630 -2.81166 -4.45529
H 1.92630 -1.84566 -3.37029
C -0.99270 -4.43466 -0.59029
O -0.54470 -3.16366 -0.31229
H -1.95670 -4.47966 -1.05429
H -1.01970 -5.13366 0.24671
H -0.26970 -4.82766 -1.30229
H -1.11470 -2.75366 0.35771
*
```

The LUMO energy comes out at 0.25 eV. For the relative energy (zero: lowest compared OMol25 entry of this formula, charge and spin), the calculation gives 180.6 kcal per mole. The HOMO-LUMO gap is 9.6 eV.

Record 3
Formula: C15H61F4N2O21S
Source: the Open Molecules 2025 dataset
Level of theory: ωB97M-V with the def2-TZVPD basis set

ORCA input file:
```
! wB97M-V def2-TZVPD RIJCOSX def2/J DEFGRID3
* xyz 1 1
C -1.63390 0.49600 4.06562
C -1.49790 -0.51290 3.42581
C -1.54355 -1.65697 2.51808
N -0.83529 -1.32625 1.26167
C -0.16596 -2.47090 0.62617
C 0.92812 -3.10109 1.48367
C 2.34212 -2.67533 1.10523
O 2.33979 -1.37867 0.53123
C 3.65103 -0.96293 0.24694
C 3.58418 0.48360 -0.16358
F 3.27822 1.25624 0.88284
F 2.69846 0.71860 -1.10902
F 4.77568 0.88992 -0.60581
C -1.17479 -3.48100 0.08861
N -1.85661 -2.77869 -1.04598
C -2.61114 -1.60590 -0.49623
C -3.42115 -0.94299 -1.59912
S -2.62770 -0.59624 -3.13705
O -2.12304 -1.83594 -3.69871
O -3.58090 0.13323 -3.92515
C -1.74259 -0.64246 0.34649
C -0.96420 0.40214 -0.46685
F -1.90140 1.26983 -1.08027
C -0.04828 1.27510 0.36319
C 0.34726 2.51873 -0.45908
H -1.86409 1.33783 4.67210
H -2.60287 -1.87955 2.33608
H -1.11350 -2.54156 2.98263
H 0.33051 -2.06482 -0.26465
H 0.76858 -2.88424 2.53695
H 0.88994 -4.18832 1.39863
H 2.94563 -2.65576 2.01505
H 2.81477 -3.39059 0.42217
H 4.09022 -1.54922 -0.56448
H 4.27013 -1.01771 1.14638
H -1.93141 -3.75613 0.82197
H -0.69879 -4.39425 -0.26195
H -1.13191 -2.51388 -1.71486
H -2.51675 -3.39735 -1.52923
H -3.35820 -2.05238 0.16126
H -3.83320 0.00407 -1.26276
H -4.26878 -1.56609 -1.89535
H -1.60065 0.24193 -2.91563
H -2.45719 -0.08329 0.95441
H -0.34337 -0.05491 -1.24923
H -0.58388 1.59067 1.26014
H 0.83703 0.72223 0.65908
H -0.31866 3.35689 -0.26075
H 1.36069 2.84050 -0.23931
H 0.31471 2.31506 -1.53185
O -1.18400 3.22014 -3.84974
H -1.68026 2.84940 -4.58745
H -1.36933 2.64314 -3.10143
O -3.56772 2.11198 2.69303
H -3.44188 2.03210 1.73344
H -4.30685 2.72565 2.77206
O 7.32744 -1.00111 -0.42189
H 7.50767 -1.16004 -1.35918
H 6.51201 -0.48906 -0.41511
O 3.07339 -1.08185 3.85533
H 3.33349 -0.16704 3.70332
H 3.40470 -1.28097 4.73729
O -4.23976 2.26811 -0.08535
H -3.95350 2.14025 -0.99447
H -5.03373 2.81056 -0.15390
O -1.42152 5.36117 -0.06903
H -1.15994 5.88812 0.69250
H -1.95025 5.98149 -0.58251
O 8.73222 1.38428 0.60782
H 8.03740 1.54279 1.25214
H 8.47271 0.56471 0.16022
O 0.34872 5.59020 -2.32421
H -0.38182 5.62071 -1.69756
H 0.12283 4.87077 -2.92465
O 0.32440 -6.25546 -0.97459
H 0.75897 -6.47289 -1.80617
H -0.14552 -7.06021 -0.73173
O -2.67087 7.97675 0.59672
H -2.39897 8.50405 1.35470
H -3.19019 8.58335 0.05898
O -1.21284 -4.40415 -4.88964
H -1.68205 -3.56481 -4.82574
H -0.79297 -4.50962 -4.03133
O -5.99539 2.30997 4.76089
H -5.45772 2.69176 5.46242
H -5.36000 1.90571 4.16112
O -4.56854 -4.09008 -4.30438
H -3.94492 -3.35763 -4.26592
H -4.10636 -4.75923 -4.82536
O -8.42617 4.45524 5.00008
H -7.64382 5.00515 5.09634
H -8.08044 3.55665 4.95672
O 1.99593 3.78934 2.19064
H 2.56779 4.56236 2.15407
H 2.50098 3.08871 1.76739
O 8.15597 -2.90060 -2.73626
H 8.56060 -3.17277 -3.56571
H 7.72054 -3.69114 -2.40354
O 11.87595 1.86872 0.96508
H 10.95341 1.98804 1.22095
H 11.81968 1.26115 0.22224
O -3.17435 -5.34818 -1.94156
H -3.87805 -5.05442 -2.54574
H -3.35175 -6.28429 -1.80744
*
```

The LUMO energy comes out at -2.71 eV. The HOMO-LUMO gap is 9.1 eV.